Below is a molecular structure, C37H55F6P3PdSi at a distorted geometry, with properties calculated with wB97M-V/def2-TZVPD.

Results
frontier orbital gap (alpha / beta): 6.9 / 6.8 eV
maximum force: 2.4 eV/A
multiplicity: 2
<S²>: 0.76
electronic energy: -3483.58472 a.u.
charge: +1

```
103
Properties=species:S:1:pos:R:3:forces:R:3
Pd 0.2083 0.2124 1.3109 0.95 0.43 1.26
C 4.3529 0.5906 0.1459 -0.32 0.41 1.12
Si 2.5700 -0.0034 0.3935 -1.20 -0.56 -2.00
C 2.6268 -1.8376 0.8798 -0.06 0.56 0.29
C 3.8729 -2.3053 1.3121 0.06 0.13 -0.13
C 4.0124 -3.5278 1.9459 0.01 -0.13 0.03
C 2.8945 -4.3088 2.1888 0.05 0.06 0.01
C 1.6472 -3.8704 1.7704 0.00 0.01 -0.04
C 1.5029 -2.6519 1.1165 -0.17 -0.05 0.14
P -0.1527 -2.0811 0.6218 -0.01 -0.01 -0.37
C -1.3957 -2.6404 1.8963 0.08 0.25 0.02
C -1.9858 -4.0595 1.8723 0.10 -0.08 -0.17
C -3.0467 -4.2894 0.7946 -0.06 0.06 0.11
C -4.1387 -3.2216 0.8377 0.12 0.00 -0.16
C -3.5307 -1.8230 0.7714 -0.05 -0.10 0.21
C -2.5535 -1.6215 1.9270 0.04 -0.04 -0.24
C -0.4467 -2.9057 -1.0243 0.14 0.24 0.27
C -0.0221 -4.3795 -1.0227 -0.27 -0.07 -0.10
C -0.4009 -5.0267 -2.3578 0.24 0.04 0.01
C 0.2685 -4.2893 -3.5159 -0.24 0.03 0.00
C -0.1080 -2.8090 -3.5000 0.22 -0.07 0.05
C 0.2550 -2.1650 -2.1600 -0.24 -0.02 -0.13
C 1.8148 0.6518 -1.2714 0.36 -0.14 0.47
C 2.4257 0.1765 -2.4288 0.25 0.11 -0.07
C 2.0812 0.6527 -3.6848 -0.01 -0.04 0.01
C 1.1204 1.6442 -3.7949 -0.03 0.02 0.01
C 0.5222 2.1556 -2.6529 0.04 0.01 -0.01
C 0.8586 1.6738 -1.3874 -0.21 0.13 -0.12
P 0.0754 2.2863 0.1552 0.45 -0.48 -0.44
C -1.6660 2.9157 -0.0033 0.11 -0.57 0.10
C -2.1376 3.5245 -1.3253 -0.05 0.25 0.11
C -3.5057 4.1798 -1.1099 -0.05 -0.20 -0.08
C -4.5254 3.1471 -0.6315 0.07 0.11 0.14
C -4.0436 2.4611 0.6461 -0.03 -0.07 -0.19
C -2.6607 1.8358 0.4532 -0.09 0.22 0.11
C 0.9593 3.7286 0.9342 0.00 -0.25 0.04
C 2.4678 3.5182 1.1157 -0.03 -0.11 -0.29
C 3.2681 3.8117 -0.1568 -0.04 0.22 0.13
C 2.9696 5.2114 -0.6873 -0.08 -0.16 -0.08
C 1.4778 5.3356 -0.9825 0.10 0.07 0.17
C 0.6759 5.0975 0.2947 -0.05 -0.03 -0.19
H 4.8814 -0.1620 -0.4418 -0.18 -0.16 0.00
H 4.8985 0.7418 1.0795 0.11 -0.05 -0.06
H 4.3666 1.5262 -0.4072 -0.09 -0.07 0.03
H 4.7554 -1.6955 1.1700 0.00 -0.02 0.05
H 4.9892 -3.8549 2.2760 0.00 0.00 0.00
H 2.9869 -5.2463 2.7208 0.00 0.00 -0.02
H 0.7783 -4.4771 1.9859 0.03 0.00 -0.03
H -0.8147 -2.5213 2.8189 0.00 0.05 -0.01
H -2.4555 -4.1967 2.8514 0.02 -0.01 0.01
H -1.2091 -4.8219 1.7974 -0.03 0.00 0.05
H -3.4879 -5.2760 0.9469 0.03 -0.02 -0.05
H -2.5884 -4.2985 -0.1970 -0.05 -0.05 0.02
H -4.7025 -3.3165 1.7702 -0.04 0.00 -0.01
H -4.8384 -3.3750 0.0143 -0.04 -0.01 0.04
H -4.3187 -1.0686 0.8218 0.03 0.03 -0.03
H -3.0088 -1.6814 -0.1825 -0.07 0.04 -0.04
H -3.0846 -1.7421 2.8746 0.04 0.05 0.04
H -2.1651 -0.6039 1.9033 -0.03 0.01 0.17
H -1.5230 -2.8444 -1.2030 -0.02 0.03 0.08
H -0.4895 -4.9273 -0.2028 0.09 0.01 0.00
H 1.0604 -4.4433 -0.8968 0.04 0.00 0.07
H -1.4880 -5.0073 -2.4842 -0.01 -0.01 0.01
H -0.0926 -6.0737 -2.3491 -0.06 -0.01 0.00
H -0.0254 -4.7386 -4.4658 0.07 -0.01 -0.01
H 1.3547 -4.3892 -3.4253 0.01 -0.02 -0.04
H -1.1847 -2.7060 -3.6669 -0.01 0.03 -0.03
H 0.3987 -2.2817 -4.3112 -0.04 0.03 0.00
H -0.0354 -1.1123 -2.1625 0.05 0.01 0.02
H 1.3380 -2.2178 -2.0120 -0.01 0.03 0.02
H 3.1914 -0.5898 -2.3540 0.00 0.00 -0.03
H 2.5643 0.2574 -4.5688 -0.02 -0.02 0.00
H 0.8429 2.0344 -4.7652 0.00 -0.01 0.00
H -0.1996 2.9490 -2.7584 0.00 0.01 -0.02
H -1.6889 3.7007 0.7613 0.08 0.01 0.01
H -2.2471 2.7355 -2.0735 0.10 0.00 -0.04
H -1.4334 4.2702 -1.7013 0.02 -0.05 -0.03
H -3.8397 4.6373 -2.0424 0.01 0.03 0.02
H -3.4155 4.9792 -0.3678 0.01 0.03 -0.02
H -4.6738 2.3976 -1.4153 -0.03 0.00 -0.01
H -5.4880 3.6281 -0.4520 -0.02 -0.04 -0.05
H -4.7582 1.6966 0.9566 0.02 0.01 0.05
H -3.9862 3.1995 1.4516 -0.02 -0.04 0.04
H -2.7107 1.0378 -0.2956 0.06 -0.05 0.03
H -2.3264 1.4062 1.4013 -0.02 -0.04 -0.02
H 0.4907 3.7100 1.9258 0.02 -0.03 0.03
H 2.6660 2.4996 1.4708 0.00 0.04 0.14
H 2.8011 4.1925 1.9086 0.00 -0.07 0.05
H 3.0073 3.0882 -0.9333 0.09 0.00 -0.04
H 4.3339 3.7091 0.0571 -0.01 -0.02 -0.02
H 3.5567 5.4043 -1.5865 0.01 0.03 0.03
H 3.2549 5.9562 0.0617 0.03 0.04 -0.04
H 1.2009 4.5981 -1.7416 -0.01 0.06 -0.06
H 1.2467 6.3245 -1.3815 -0.04 -0.03 -0.02
H -0.3891 5.2393 0.1078 -0.02 0.02 0.07
H 0.9667 5.8536 1.0304 -0.05 -0.01 0.03
F 1.1604 1.5099 3.3671 -0.11 -0.11 -0.10
P 0.5966 0.4200 4.5081 -0.02 -0.05 -0.63
F -0.7959 0.3516 3.5723 0.05 0.01 0.19
F 1.1931 -0.7756 3.5054 -0.10 0.11 -0.20
F 0.0128 -0.6980 5.4574 -0.06 0.00 0.14
F 1.9874 0.4889 5.2457 0.09 -0.02 0.15
F -0.0248 1.6056 5.3388 -0.04 0.07 0.08
```
Positions in Å, forces in eV/Å.